Here is a structure of composition C21H30N4O4SSbSe4W from OMol25. Energies are from the ωB97M-V functional and the def2-TZVPD basis.

Geometry as XYZ:
```
66
Properties=species:S:1:pos:R:3:lowdin_charge:R:1
W 0.0979 0.3841 0.3307 1.14
C -0.9368 -4.7186 -2.2100 -0.05
O -0.6891 -3.3494 -1.9245 -0.09
C 0.4652 -2.8203 -2.3847 -0.22
C 1.3616 -3.4564 -3.2205 0.00
C 2.5037 -2.7912 -3.6909 -0.07
C 2.7361 -1.4858 -3.3449 -0.03
C 1.8472 -0.8325 -2.4712 -0.14
C 1.9896 0.5712 -2.2122 -0.03
N 1.3365 1.2208 -1.3121 -0.13
N 1.5866 2.5870 -1.3023 0.12
C 0.9147 3.1271 -0.3484 -0.40
O 0.1250 2.3834 0.4124 -0.44
C 0.9656 4.5647 -0.0543 -0.15
C 1.6645 5.4264 -0.8988 -0.02
C 1.7130 6.7778 -0.6089 -0.06
C 1.0709 7.2713 0.5208 -0.06
C 0.3787 6.4133 1.3629 -0.06
C 0.3224 5.0586 1.0779 -0.01
C 0.7398 -1.5023 -1.9635 -0.24
O -0.1176 -0.9076 -1.1345 -0.28
H -0.1414 -5.3497 -1.8059 0.09
H -1.0339 -4.8886 -3.2843 0.10
H -1.8752 -4.9638 -1.7214 0.10
H 1.1793 -4.4739 -3.5359 0.11
H 3.1820 -3.3103 -4.3538 0.11
H 3.5884 -0.9469 -3.7381 0.12
H 2.6737 1.1522 -2.8237 0.15
H 2.1624 5.0284 -1.7721 0.11
H 2.2527 7.4498 -1.2621 0.11
H 1.1127 8.3289 0.7451 0.11
H -0.1159 6.7987 2.2443 0.11
H -0.2084 4.3805 1.7326 0.10
N -1.9371 1.1291 -0.7220 -0.05
C -2.8766 0.2487 -1.4646 -0.22
C -3.9653 -0.3100 -0.5636 -0.18
C -3.4692 -0.9392 0.7404 -0.19
C -2.3033 -1.9123 0.5668 -0.19
N -1.0069 -1.4132 1.1107 -0.16
H -2.4572 1.7065 -0.0631 0.08
H -1.5301 1.7928 -1.3777 0.10
H -2.2853 -0.5496 -1.9096 0.10
H -3.3378 0.8103 -2.2786 0.12
H -4.5136 -1.0532 -1.1474 0.12
H -4.6846 0.4782 -0.3247 0.12
H -4.3089 -1.4593 1.2026 0.12
H -3.1859 -0.1609 1.4504 0.04
H -2.1280 -2.1596 -0.4768 0.09
H -2.5099 -2.8521 1.0822 0.13
H -0.3169 -2.1548 0.9198 0.02
H -1.0645 -1.3834 2.1259 -0.04
Se 0.7525 -1.7940 4.1882 0.02
Sb -0.4239 0.2053 4.5743 0.06
Se 1.9166 -0.2721 1.4068 0.46
Se -1.1520 1.3496 2.5194 0.24
Se -1.0625 1.2861 6.5217 0.04
C 2.3669 -4.6896 2.4127 -0.27
S 1.8466 -4.5739 0.7038 0.86
C 3.4573 -4.2608 -0.0128 -0.23
O 1.1067 -3.2752 0.5687 -0.61
H 3.0187 -5.5552 2.5284 0.06
H 1.4719 -4.8218 3.0180 0.05
H 2.8813 -3.7700 2.6912 0.05
H 4.0895 -5.1396 0.1102 0.07
H 3.8958 -3.3898 0.4738 0.06
H 3.2985 -4.0595 -1.0713 0.04
```

**Energy relative to the best compared isomer or geometry (same formula, charge and spin)**: 0.00 kcal per mole
**Frontier orbital gap**: 6.52 eV
**Net charge**: +1

=====

Here is an isolated molecule of C4H7NO2 from OMol25. Energies are from the ωB97M-V functional and the def2-TZVPD basis.

Geometry as XYZ:
```
14
Properties=species:S:1:pos:R:3:lowdin_charge:R:1
O 0.5708 -2.1988 -0.0571 0.11
C 0.0751 -1.1010 0.0463 -0.33
C -1.2678 -0.6088 -0.4786 -0.12
N -1.2084 0.8542 -0.3911 -0.06
C 0.2169 1.1972 -0.2905 -0.15
C 0.8074 0.1023 0.6086 -0.33
O 2.1885 -0.0641 0.6117 0.01
H -1.3789 -0.9396 -1.5197 0.13
H -2.0969 -1.0415 0.0921 0.13
H -1.6977 1.1801 0.4364 0.10
H 0.3562 2.2007 0.1127 0.12
H 0.6699 1.1593 -1.2897 0.13
H 0.4193 0.2763 1.6292 0.17
H 2.3456 -1.0162 0.4897 0.10
```

**SMILES**: O=C1CNC[C@@H]1O
**Energy relative to the best compared isomer or geometry (same formula, charge and spin)**: 28.71 kcal per mole
**Frontier orbital gap**: 10.05 eV

=====

Q: Which of these has the lowest frontier orbital gap?
A: C21H30N4O4SSbSe4W